# 1
ORCA calculation (ωB97M-V/def2-TZVPD) on a molecular structure, C21H39NOsP2.

Last column: Löwdin spin population.
Atoms and positions in Å:
P1 -0.30 -3.53 -1.32  0.02
P2 -0.03 -0.37 -1.69  0.06
C1 -0.78 -2.74 -2.88  0.02
C2 0.18 -1.60 -3.08  0.04
H1 -1.80 -2.36 -2.68  0.00
H2 -0.82 -3.47 -3.69  0.00
H3 1.24 -1.87 -3.05  0.00
H4 -0.03 -1.07 -4.01  0.00
C3 -1.67 0.37 -2.13  0.03
H5 -1.59 1.45 -1.94  0.00
H6 -2.50 -0.04 -1.55  0.00
H7 -1.84 0.20 -3.20  0.00
C4 0.78 0.87 -2.81  0.03
H8 0.36 0.80 -3.82  0.00
H9 1.86 0.72 -2.87  0.00
H10 0.59 1.90 -2.50  0.02
C5 -1.32 -5.02 -1.53  0.00
H11 -1.33 -5.64 -0.63  0.00
H12 -0.92 -5.62 -2.38  0.00
H13 -2.33 -4.68 -1.78  0.00
C6 1.34 -4.29 -1.61  0.00
H14 2.06 -3.50 -1.85  0.00
H15 1.31 -5.02 -2.45  0.00
H16 1.67 -4.83 -0.71  0.00
Os1 -0.22 -1.84 -0.05  0.75
C7 1.05 5.23 1.25  0.32
C8 -0.19 5.17 0.75  0.28
C9 -1.15 4.01 1.02  0.03
C10 -0.65 2.72 0.32  0.12
C11 0.25 3.10 -0.76  0.74
C12 1.57 3.07 -0.75  0.22
C13 2.48 3.21 0.46  0.06
C14 1.90 4.04 1.64  0.04
C15 -0.44 -3.43 1.34  0.02
H17 1.54 6.21 1.38  0.02
H18 -0.61 5.93 0.11  0.01
H19 -2.16 4.24 0.59  0.00
H20 -1.21 3.85 2.13  0.00
H21 -0.13 2.10 1.06  0.02
H22 -1.50 2.18 -0.09  0.02
H23 -1.82 -2.05 -0.14  -0.01
H24 2.14 2.99 -1.66  0.02
H25 3.41 3.72 0.12  0.01
H26 2.78 2.20 0.80  0.01
H27 1.41 3.32 2.31  0.02
H28 2.77 4.42 2.18  0.00
H29 0.33 -3.44 2.15  0.00
H30 -0.75 -4.42 0.92  0.00
H31 -1.33 -2.97 1.80  0.01
C16 -2.78 -0.44 2.46  0.05
C17 -1.34 -0.10 2.51  0.29
C18 -0.69 0.68 3.48  0.15
C19 0.70 0.54 3.28  0.13
C20 0.87 -0.32 2.18  0.28
C21 2.06 -0.99 1.63  0.05
N1 -0.36 -0.64 1.70  0.03
H32 -3.40 0.44 2.27  0.02
H33 -3.10 -0.82 3.44  0.02
H34 -2.99 -1.20 1.70  0.00
H35 -1.20 1.21 4.27  0.00
H36 1.51 0.94 3.86  0.00
H37 2.78 -0.27 1.23  0.02
H38 2.57 -1.54 2.43  0.01
H39 1.78 -1.72 0.83  0.00

Output
Frontier orbital gap (alpha / beta) in eV: 7.610 / 3.358
Charge: +2
Multiplicity: 5
HOMO level (alpha / beta) in Ha: -0.506 / -0.496
Energy above the lowest of the compared OMol25 structures with the same formula, charge and spin in kJ/mol: 173.8
E_LUMO (alpha / beta) in hartree: -0.2267 / -0.3728

***

# 2
ORCA calculation (ωB97M-V/def2-TZVPD) on 2 unconnected molecules or ions with the total composition C10H26N4O5P.

Last column: Mulliken charge in e.
Atoms and positions in Å:
C1 -1.12 0.13 1.01  -1.01
C2 -1.15 -1.17 0.05  -0.11
C3 -0.99 -0.76 -1.51  0.41
O1 -1.97 -0.33 -2.18  -0.53
O2 0.27 -0.82 -2.19  -0.29
C4 0.70 -2.21 -2.39  0.00
C5 2.24 -2.12 -2.83  -0.73
N1 2.89 -3.45 -3.10  0.11
C6 4.36 -3.22 -3.07  0.35
N2 5.05 -2.65 -1.93  -0.41
N3 5.15 -3.60 -4.12  -0.37
P1 2.62 -4.66 -1.83  0.19
N4 1.03 -5.42 -2.11  -0.57
O3 2.53 -3.90 -0.27  -0.51
H1 -1.47 -0.24 2.05  0.30
H2 -1.88 0.91 0.66  0.26
H3 -0.07 0.56 1.14  0.30
H4 -0.28 -1.84 0.39  0.13
H5 -2.14 -1.76 0.12  0.33
H6 0.51 -2.77 -1.42  -0.02
H7 0.02 -2.68 -3.19  0.33
H8 2.25 -1.53 -3.82  0.38
H9 2.77 -1.47 -2.05  0.37
H10 4.81 -3.14 -1.05  0.29
H11 6.07 -2.75 -2.02  0.32
H12 5.15 -4.56 -4.48  0.28
H13 5.80 -2.89 -4.50  0.28
H14 0.44 -5.03 -1.34  0.26
H15 1.19 -6.44 -1.96  0.34
H16 2.46 -4.68 0.34  0.34
C7 -2.35 5.73 4.54  -0.68
O4 -3.37 5.94 3.58  -0.37
C8 -2.88 5.87 2.24  -0.53
C9 -3.25 4.54 1.59  -0.53
O5 -2.55 3.46 2.19  -0.31
C10 -3.38 2.71 3.08  -0.84
H17 -2.82 5.61 5.52  0.24
H18 -1.77 4.83 4.32  0.28
H19 -1.68 6.60 4.57  0.32
H20 -1.80 6.04 2.21  0.33
H21 -3.36 6.68 1.68  0.37
H22 -2.94 4.57 0.54  0.37
H23 -4.33 4.38 1.62  0.37
H24 -4.10 2.13 2.51  0.32
H25 -3.90 3.36 3.78  0.45
H26 -2.74 2.03 3.64  0.23

Output
Frontier orbital gap in eV: 4.951
Charge: +1
HOMO level in Ha: -0.387
Energy above the lowest of the compared OMol25 structures with the same formula, charge and spin in kJ/mol: 0.0
E_LUMO in hartree: -0.2050

***

# 3
ORCA calculation (ωB97M-V/def2-TZVPD) on a molecular structure, C15H35IrO3Si.

Last column: Löwdin spin population.
Atoms and positions in Å:
Ir1 -0.19 -0.07 0.10  0.71
C1 -3.23 -0.65 1.03  0.01
O1 -2.15 -0.73 0.05  0.02
C2 -2.60 -0.72 -1.35  0.00
C3 -1.55 -1.42 -2.17  0.01
O2 -0.30 -0.72 -1.90  0.05
C4 0.97 -1.26 -2.36  0.01
C5 2.05 -0.44 -1.67  0.00
O3 1.85 -0.39 -0.22  0.02
C6 2.43 -1.52 0.49  0.01
H1 -3.92 -1.47 0.83  0.00
H2 -3.74 0.31 0.95  0.00
H3 -2.78 -0.78 2.00  0.00
H4 -2.74 0.31 -1.66  0.00
H5 -3.55 -1.26 -1.41  0.00
H6 -1.79 -1.33 -3.23  0.00
H7 -1.43 -2.47 -1.91  0.00
H8 1.05 -1.10 -3.44  0.00
H9 1.00 -2.33 -2.16  0.00
H10 2.00 0.59 -2.01  0.00
H11 3.04 -0.84 -1.88  0.00
H12 3.49 -1.55 0.26  0.00
H13 1.96 -2.46 0.20  0.00
H14 2.28 -1.34 1.55  0.00
C7 -2.11 2.78 0.95  0.02
Si1 -0.41 2.10 0.62  0.10
C8 0.93 2.30 4.06  0.00
C9 0.60 3.71 4.14  0.00
C10 -0.03 1.30 4.53  0.01
C11 2.34 1.91 3.90  0.00
C12 0.72 3.37 -0.19  0.01
C13 0.21 3.16 -1.65  0.00
C14 0.39 4.78 0.29  0.00
C15 2.19 3.03 -0.03  0.00
H15 -2.06 3.76 1.42  0.00
H16 -2.75 2.14 1.55  0.00
H17 -2.58 2.91 -0.03  0.00
H18 -0.46 3.94 4.06  0.00
H19 1.22 4.36 3.53  0.00
H20 0.88 3.95 5.19  0.00
H21 -1.07 1.62 4.44  0.00
H22 0.18 1.24 5.61  0.00
H23 0.14 0.30 4.14  0.00
H24 2.94 2.64 3.37  0.00
H25 2.47 0.90 3.51  0.00
H26 2.71 1.88 4.94  0.00
H27 -0.84 3.43 -1.77  0.00
H28 0.38 2.15 -2.02  0.00
H29 0.78 3.84 -2.30  0.00
H30 -0.64 5.08 0.08  0.00
H31 1.03 5.50 -0.24  0.00
H32 0.60 4.92 1.35  0.00
H33 2.43 2.00 -0.27  0.00
H34 2.53 3.23 1.00  0.00
H35 2.80 3.67 -0.68  0.00

Output
Frontier orbital gap (alpha / beta) in eV: 7.264 / 6.975
Charge: +3
Multiplicity: 2
HOMO level (alpha / beta) in Ha: -0.678 / -0.681
Energy above the lowest of the compared OMol25 structures with the same formula, charge and spin in kJ/mol: 66.1
E_LUMO (alpha / beta) in hartree: -0.4109 / -0.4250

***

# 4
ORCA calculation (ωB97M-V/def2-TZVPD) on a molecular structure, C12H33CuO11P2.

Last column: Mulliken charge in e.
Atoms and positions in Å:
Cu1 -2.45 0.62 0.56  0.56
O1 -4.33 1.84 -0.04  -0.89
H1 -4.36 2.53 -0.70  0.08
O2 -2.73 1.40 2.77  -0.83
H2 -2.41 1.73 3.62  -0.01
O3 -3.77 -1.24 0.87  -0.92
H3 -3.29 -2.03 0.58  0.09
C1 -3.19 2.81 -3.06  -1.26
C2 -1.80 3.14 -3.55  -0.07
O4 -1.09 3.78 -2.49  -0.36
P1 -0.19 3.00 -1.40  0.13
O5 -0.82 1.77 -0.89  0.52
O6 0.08 4.15 -0.34  -0.32
C3 -0.08 3.96 1.06  0.08
C4 1.24 3.76 1.85  -1.23
O7 1.25 2.93 -2.16  -0.32
C5 1.63 1.78 -2.90  -0.14
C6 2.17 2.31 -4.23  -1.28
H4 -3.19 1.91 -2.43  0.27
H5 -3.59 3.60 -2.43  0.28
H6 -3.79 2.63 -3.96  0.39
H7 -1.33 2.24 -3.96  0.13
H8 -1.99 3.84 -4.37  0.39
H9 -0.68 4.77 1.46  0.29
H10 -0.80 3.16 1.30  0.05
H11 1.84 2.87 1.66  0.23
H12 1.92 4.56 1.50  0.34
H13 1.11 4.03 2.89  0.41
H14 2.30 1.14 -2.32  0.35
H15 0.77 1.13 -3.11  0.22
H16 1.58 3.22 -4.43  0.38
H17 3.21 2.60 -4.30  0.32
H18 1.77 1.77 -5.10  0.37
C7 0.96 -2.41 -1.38  -1.20
C8 0.01 -1.52 -0.60  0.50
O8 0.51 -1.29 0.73  0.13
P2 0.05 -2.21 1.94  0.49
O9 -1.18 -1.85 2.68  -0.57
O10 1.28 -2.25 2.95  -0.40
C9 2.59 -2.35 2.32  0.11
C10 3.56 -3.12 3.21  -1.33
O11 -0.03 -3.67 1.19  -0.29
C11 -0.80 -4.69 1.83  -0.48
C12 0.12 -5.41 2.81  -1.07
H19 0.54 -3.42 -1.48  0.23
H20 1.26 -2.14 -2.40  0.42
H21 1.92 -2.41 -0.87  0.29
H22 0.21 -0.53 -1.03  -0.33
H23 -1.07 -1.63 -0.59  0.26
H24 2.55 -2.89 1.38  0.13
H25 3.01 -1.36 2.15  0.27
H26 3.70 -2.65 4.18  0.32
H27 3.11 -4.09 3.44  0.26
H28 4.56 -3.28 2.81  0.37
H29 -1.62 -4.20 2.37  0.37
H30 -1.26 -5.32 1.08  0.36
H31 1.15 -5.63 2.50  0.21
H32 0.11 -4.95 3.79  0.31
H33 -0.24 -6.42 3.05  0.43

Output
Frontier orbital gap in eV: 3.061
Charge: -2
HOMO level in Ha: 0.039
Energy above the lowest of the compared OMol25 structures with the same formula, charge and spin in kJ/mol: 183.1
E_LUMO in hartree: 0.1513

***

# 5
ORCA calculation (ωB97M-V/def2-TZVPD) on a molecular structure, C43H51IrNP2SSe2.

Last column: Löwdin spin population.
Atoms and positions in Å:
Ir1 0.41 -1.13 0.13  0.43
Se1 -1.96 -1.31 0.86  0.01
P1 -1.22 -1.86 2.86  0.01
Se2 0.95 -1.83 2.40  0.16
C1 -1.61 -0.63 4.10  0.00
C2 -1.07 -0.82 5.38  0.00
C3 -1.32 0.12 6.37  0.00
C4 -2.11 1.23 6.08  0.00
C5 -2.65 1.41 4.82  0.00
C6 -2.40 0.48 3.82  0.00
C7 -1.75 -3.46 3.44  0.00
C8 -1.16 -4.62 2.95  0.00
C9 -1.65 -5.85 3.35  0.00
C10 -2.73 -5.92 4.23  0.00
C11 -3.31 -4.76 4.72  0.00
C12 -2.83 -3.52 4.33  0.00
H1 -0.47 -1.69 5.61  0.00
H2 -0.91 -0.01 7.36  0.00
H3 -2.31 1.96 6.86  0.00
H4 -3.27 2.27 4.60  0.00
H5 -2.82 0.61 2.83  0.00
H6 -0.32 -4.57 2.26  0.00
H7 -1.20 -6.76 2.98  0.00
H8 -3.10 -6.88 4.54  0.00
H9 -4.15 -4.82 5.40  0.00
H10 -3.29 -2.62 4.71  0.00
S1 4.45 -2.17 -1.58  0.01
C13 4.77 -0.91 -0.42  0.01
C14 5.99 -0.35 -0.06  0.00
C15 6.00 0.61 0.93  0.00
C16 4.81 1.00 1.57  0.00
C17 3.60 0.45 1.21  0.00
C18 3.58 -0.50 0.19  0.00
N1 2.46 -1.18 -0.31  0.01
C19 2.79 -2.08 -1.20  0.00
C20 1.71 -2.88 -1.74  0.05
C21 1.86 -3.90 -2.66  0.00
C22 0.74 -4.57 -3.12  0.09
C23 -0.53 -4.23 -2.65  -0.01
C24 -0.69 -3.23 -1.71  0.08
C25 0.43 -2.52 -1.25  0.02
H11 6.91 -0.67 -0.54  0.00
H12 6.94 1.06 1.23  0.00
H13 4.85 1.73 2.36  0.00
H14 2.69 0.72 1.73  0.00
H15 2.85 -4.17 -3.03  0.00
H16 0.85 -5.37 -3.85  0.00
H17 -1.40 -4.77 -3.01  0.00
H18 -1.68 -3.00 -1.34  0.00
C26 -4.05 1.56 -2.91  0.00
C27 -3.28 0.34 -3.45  0.00
C28 -2.17 -0.10 -2.49  0.00
C29 -1.55 1.15 -1.84  0.02
C30 -2.57 1.80 -0.88  0.00
C31 -4.01 1.58 -1.38  0.00
P2 0.12 0.85 -1.14  0.05
C32 0.60 2.11 0.13  0.00
C33 0.50 3.60 -0.27  0.00
C34 0.52 4.51 0.96  0.00
C35 1.40 3.91 2.06  0.00
C36 0.74 2.63 2.60  0.00
C37 -0.06 1.91 1.50  0.01
C38 1.31 1.07 -2.52  0.01
C39 1.30 -0.04 -3.58  0.00
C40 2.29 0.32 -4.69  0.00
C41 1.81 1.55 -5.48  0.00
C42 0.78 2.36 -4.68  0.00
C43 1.17 2.47 -3.21  0.00
H19 -5.07 1.54 -3.27  0.00
H20 -3.61 2.48 -3.29  0.00
H21 -2.85 0.57 -4.43  0.00
H22 -3.96 -0.50 -3.60  0.00
H23 -1.43 -0.71 -3.01  0.00
H24 -2.59 -0.73 -1.70  0.00
H25 -1.33 1.86 -2.65  0.00
H26 -2.37 2.86 -0.80  0.00
H27 -2.47 1.38 0.12  0.00
H28 -4.65 2.36 -0.98  0.00
H29 -4.40 0.63 -1.00  0.00
H30 1.67 1.87 0.24  0.00
H31 -0.42 3.79 -0.84  0.00
H32 1.34 3.85 -0.92  0.00
H33 -0.49 4.66 1.35  0.00
H34 0.88 5.49 0.67  0.00
H35 1.54 4.62 2.87  0.00
H36 2.39 3.70 1.66  0.00
H37 0.07 2.86 3.42  0.00
H38 1.50 1.95 3.01  0.00
H39 -1.07 2.32 1.46  0.00
H40 -0.18 0.86 1.77  0.00
H41 2.29 1.03 -2.02  0.00
H42 0.30 -0.15 -4.01  0.00
H43 1.55 -1.00 -3.14  0.00
H44 2.42 -0.54 -5.35  0.00
H45 3.26 0.51 -4.23  0.00
H46 1.37 1.24 -6.43  0.00
H47 2.66 2.18 -5.73  0.00
H48 -0.21 1.90 -4.77  0.00
H49 0.69 3.36 -5.10  0.00
H50 0.45 3.10 -2.70  0.00
H51 2.13 2.99 -3.13  0.00

Output
Frontier orbital gap (alpha / beta) in eV: 7.490 / 5.607
Charge: +2
Multiplicity: 2
HOMO level (alpha / beta) in Ha: -0.500 / -0.506
Energy above the lowest of the compared OMol25 structures with the same formula, charge and spin in kJ/mol: 0.0
E_LUMO (alpha / beta) in hartree: -0.2251 / -0.2998